No. 1
Molecular formula: C19H20CeF5N4O8P2S3
Method: DFT, wB97M-V/def2-TZVPD

Values from the calculation:
spin multiplicity	2
E_HOMO (spin up / spin down)	-0.26 / -0.26	eV
total charge	-2
M	825.64	g/mol

```
62
Properties=species:S:1:pos:R:3:forces:R:3
Ce 0.153 -0.385 -0.189 2.5157 1.4006 1.7334
O 3.082 -1.380 -2.305 -0.6902 0.4620 -0.0945
P 1.787 -2.189 -2.841 5.5094 -0.6913 -1.4331
O 1.953 -2.429 -4.324 -1.1890 0.3940 2.0515
O 0.622 -1.436 -2.266 6.0773 -0.9644 5.1356
O 1.983 -3.563 -2.021 -1.1760 0.0373 -1.1719
P 1.856 -3.407 -0.431 0.5848 -2.2802 2.7420
O 3.260 -4.101 -0.012 0.5453 -0.2775 0.0157
O 0.888 -4.404 0.159 -0.4262 1.4401 -0.9376
O 1.945 -1.953 -0.045 0.5267 -3.0364 -2.5043
H 2.777 -1.204 -1.371 0.9838 -0.1725 -0.3076
H 2.949 -5.003 0.175 0.3888 0.3180 0.1094
C -0.194 0.154 3.369 -1.1133 -0.8989 1.8776
C -1.289 -0.686 2.814 1.0977 0.7290 0.1665
N -1.394 -1.028 1.548 -1.4939 -0.3292 2.8558
C -2.516 -1.802 1.384 -0.8012 -0.3434 0.7270
C -3.267 -2.054 2.506 0.3286 0.1259 -0.6111
S -2.531 -1.280 3.851 0.0010 -0.0947 -0.5453
C -2.708 -2.222 0.018 -0.9707 -0.7272 -0.1356
C -3.696 -2.993 -0.546 0.5187 0.4541 0.4238
S -3.384 -3.150 -2.227 0.1553 0.1654 0.2916
C -1.971 -2.181 -2.045 1.1370 0.1760 -1.4149
N -1.727 -1.758 -0.823 -2.0396 -1.5762 -1.5281
C -1.110 -1.867 -3.217 -5.6218 -3.6804 -2.4048
H 0.505 0.443 2.577 -0.3964 -1.0029 1.2059
H 0.369 -0.394 4.131 -0.3336 -0.0411 0.0803
H -0.594 1.069 3.816 -0.1337 -0.1221 0.0292
H -4.175 -2.629 2.609 0.0990 0.0078 -0.1643
H -4.552 -3.457 -0.081 0.1436 0.0919 0.0923
H -1.483 -2.313 -4.145 -0.8890 -0.1136 -0.1186
H -0.095 -2.242 -3.046 -3.4425 -1.0329 -1.4771
H -1.055 -0.783 -3.360 -1.5293 -3.1318 -0.1736
C -2.631 2.414 -4.514 -0.1013 -0.0087 0.2242
N -1.651 1.548 -3.912 -0.5898 -0.1778 0.5609
C -0.674 0.846 -4.557 1.2111 0.2221 0.3927
C -0.004 0.178 -3.559 1.9012 3.8158 -2.7970
N -0.550 0.458 -2.333 -0.3242 3.5287 -1.4451
C -1.540 1.286 -2.577 -0.2769 0.3543 -0.7531
H -2.484 2.436 -5.597 -0.0331 -0.0041 0.1984
H -2.506 3.418 -4.102 -0.2121 -0.0073 -0.1803
H -3.626 2.026 -4.282 -0.0383 0.2641 -0.1650
H -0.537 0.874 -5.629 -0.0045 -0.0012 0.1820
H 0.843 -0.490 -3.658 -0.8020 1.7160 -1.1264
H -2.198 1.718 -1.834 0.2863 -0.0795 -0.0659
F 2.328 6.148 5.005 0.1669 0.5000 0.4171
C 1.990 5.131 4.197 -0.1597 -0.1942 -0.1873
C 0.654 4.818 3.999 -0.0060 -0.7812 -0.5333
F -0.294 5.537 4.621 -0.1609 0.2708 0.2028
C 0.297 3.765 3.162 0.8283 0.8267 0.8891
F -1.014 3.506 3.007 0.1542 -0.0092 -0.0885
C 1.286 3.010 2.510 -0.8003 -1.2617 -1.3810
S 0.849 1.704 1.472 1.9029 4.7806 -1.1954
C 2.635 3.339 2.720 0.1614 0.9933 0.7613
F 3.633 2.660 2.129 -0.3719 0.1822 0.1145
C 2.978 4.395 3.560 -0.3754 -0.7397 -0.6236
F 4.269 4.707 3.759 0.2225 0.1571 0.1260
C 2.454 -0.864 2.587 1.1874 -0.2750 0.9226
O 1.616 -0.690 1.576 -0.9156 0.5792 1.5371
H 3.177 -1.694 2.507 0.0474 -0.4665 -0.5905
H 2.014 -1.071 3.578 -0.4495 -0.1657 0.1624
H 3.129 -0.028 2.834 0.0197 0.6857 -0.2945
H -0.838 1.545 -0.337 -0.8342 0.0100 0.2203
```
Forces are in eV/Å.

No. 2
Molecular formula: C19H20CeN2
Method: DFT, wB97M-V/def2-TZVPD

Values from the calculation:
spin multiplicity	1
E_HOMO	-6.52	eV
M	416.50	g/mol

```
42
Properties=species:S:1:pos:R:3:forces:R:3
C -1.497 -3.624 -0.857 -1.4868 -1.5487 0.5013
C -2.478 -2.798 -1.475 -1.7023 -1.5367 0.1590
C -2.960 -1.883 -0.496 -1.4699 -1.4749 0.6979
C -2.270 -2.135 0.722 -1.9600 -1.4337 0.5641
C -1.361 -3.210 0.498 -1.6719 -1.6712 0.6000
Ce -0.614 -1.422 -0.850 0.4540 9.7356 2.7649
N 1.207 -1.757 -0.937 6.5911 -2.6385 -0.3867
C 1.223 -1.567 -2.434 1.1458 -0.0538 -1.3533
C -0.213 -1.218 -2.900 0.4285 -0.1336 -4.0469
H -3.701 -1.099 -0.664 0.3630 -0.2033 0.0609
H -2.802 -2.853 -2.514 0.1668 0.0335 0.4146
H -2.388 -1.582 1.655 0.1297 -0.1124 -0.4294
H -0.669 -3.628 1.232 -0.1832 0.2267 -0.3161
H -0.915 -4.407 -1.348 -0.1634 0.3415 0.1705
H -0.605 -1.930 -3.640 0.3193 0.3138 0.0543
H 1.939 -0.760 -2.692 -0.4630 -0.3896 0.2404
H 2.071 -2.155 -0.569 0.0063 0.3988 -0.2159
H -0.314 -0.181 -3.256 0.1280 -0.4375 0.0287
H 1.564 -2.503 -2.919 -0.2095 0.4862 0.2528
C -0.520 0.960 4.510 0.0107 -0.2670 -0.0116
C -0.418 -0.301 3.916 -0.0510 0.5778 -0.3974
C -0.176 -0.415 2.542 -0.0347 0.4102 0.7604
C -0.030 0.728 1.749 0.5675 0.9167 -1.9055
C -0.128 1.997 2.364 -0.2552 -0.1423 0.8439
C -0.373 2.109 3.734 0.1101 -0.5377 -0.6049
N 0.167 0.609 0.338 -0.4933 0.4485 0.4375
C 0.840 1.632 -0.403 -0.4385 -0.8147 1.7606
C 0.419 1.978 -1.689 0.6346 0.5994 -0.0974
C 1.104 2.950 -2.428 0.3285 -0.2317 0.5584
C 2.221 3.588 -1.883 -0.2311 -0.1056 -0.1120
C 2.648 3.261 -0.595 -0.6234 -0.5350 0.0001
C 1.963 2.293 0.143 0.3492 0.4258 -0.7391
H -0.714 1.048 5.571 0.0199 -0.0496 0.0114
H -0.530 -1.191 4.521 0.0150 -0.0552 0.0115
H -0.089 -1.393 2.101 0.1962 -0.2034 -0.0758
H -0.044 2.908 1.785 0.0496 -0.1600 -0.1517
H -0.457 3.087 4.189 0.0014 -0.0008 -0.0142
H -0.458 1.521 -2.105 -0.3709 -0.0808 -0.0482
H 0.767 3.213 -3.423 -0.0352 -0.0095 -0.0085
H 2.754 4.336 -2.455 -0.0304 0.0112 -0.0222
H 3.514 3.752 -0.170 0.0095 -0.0009 0.0206
H 2.324 2.042 1.132 -0.1511 -0.0980 0.0228
```
Forces are in eV/Å.

No. 3
Molecular formula: C19H20Cl2N6O4S2Ti
Method: DFT, wB97M-V/def2-TZVPD

Values from the calculation:
spin multiplicity	1
energy relative to the best compared isomer or geometry (same formula, charge and spin)	2.1	kcal/mol
E_HOMO	1.04	eV
total charge	-2
M	579.31	g/mol

```
54
Properties=species:S:1:pos:R:3:forces:R:3
Ti -0.342 -1.547 -0.244 0.4773 -0.0898 0.1277
C -2.282 1.744 -2.236 0.0147 0.0029 -0.0128
O -2.909 0.622 -2.884 -0.0301 0.0575 -0.0504
C -2.484 -0.563 -2.462 -0.0782 -0.0282 -0.0317
O -1.606 -0.675 -1.616 0.0049 0.0906 -0.0285
N -3.053 -1.596 -3.114 0.0174 -0.0231 -0.0506
N -2.959 -2.903 -2.586 0.0073 0.0206 0.0258
H -2.711 2.620 -2.714 0.0039 0.0028 -0.0013
H -1.202 1.706 -2.372 -0.0057 0.0157 0.0123
H -2.508 1.741 -1.173 -0.0010 -0.0045 0.0198
H -3.946 -1.395 -3.535 0.0071 0.0148 -0.0009
H -3.459 -2.892 -1.694 -0.0088 -0.0020 0.0097
H -1.975 -3.073 -2.376 0.0127 -0.0163 0.0001
N 6.454 0.850 3.009 0.0023 -0.0073 0.0110
C 5.073 0.718 2.740 0.0053 -0.0113 -0.0067
C 4.170 1.668 3.206 -0.0163 0.0053 -0.0013
C 2.817 1.538 2.930 -0.0002 0.0142 0.0069
C 2.358 0.447 2.215 -0.0305 -0.0018 -0.0171
C 3.249 -0.524 1.772 0.0255 0.0072 -0.0014
C 4.600 -0.384 2.032 -0.0014 0.0034 0.0023
S 0.670 0.386 1.682 0.0562 -0.0740 0.0233
O 0.297 -1.052 1.819 -0.1512 0.0153 -0.0883
O -0.099 1.264 2.536 0.0313 0.0075 0.0229
N 0.605 0.804 0.188 -0.0291 0.0838 -0.0129
C 1.630 0.260 -0.642 0.0304 -0.0109 -0.0611
N 1.360 -1.086 -0.998 -0.1775 -0.0076 0.0341
C 2.450 -1.718 -1.630 0.0060 -0.0016 -0.0263
C 3.530 -0.980 -2.049 -0.0306 -0.0300 0.0107
C 3.605 0.387 -1.798 0.0198 0.0365 0.0145
N 2.628 0.973 -1.017 -0.0002 0.0006 -0.0037
H 6.738 1.815 3.083 -0.0019 0.0024 -0.0032
H 7.018 0.383 2.314 0.0004 0.0033 -0.0049
H 4.533 2.523 3.767 0.0004 -0.0010 -0.0018
H 2.106 2.287 3.253 0.0054 0.0002 0.0018
H 2.891 -1.371 1.201 -0.0252 0.0024 -0.0103
H 5.297 -1.124 1.655 0.0019 0.0020 0.0012
H 2.328 -2.773 -1.833 -0.0070 0.0037 0.0005
H 4.331 -1.486 -2.580 0.0003 -0.0014 -0.0004
H 4.447 1.002 -2.084 -0.0046 0.0033 -0.0019
Cl -2.882 -1.529 1.013 -0.0467 -0.1519 0.1007
C -3.746 -0.036 0.717 0.0837 0.0827 -0.0039
C -3.221 1.090 1.327 -0.0509 0.0002 -0.0178
C -3.832 2.320 1.132 -0.0169 -0.0469 -0.0202
C -4.951 2.386 0.314 0.0231 0.0636 0.0073
C -5.446 1.242 -0.283 -0.0198 -0.0557 -0.0316
Cl -6.849 1.444 -1.308 -0.0212 0.0144 -0.0013
C -4.894 -0.051 -0.114 0.0294 0.0681 0.0972
S -5.557 -1.478 -0.812 -0.0124 -0.0342 -0.0778
H -2.328 1.008 1.933 0.0024 -0.0053 -0.0133
H -3.425 3.211 1.591 -0.0030 0.0011 0.0034
H -5.446 3.329 0.123 -0.0021 -0.0022 0.0012
C -0.398 -3.430 -0.455 -0.1326 -0.0464 0.0489
H -1.227 -4.132 -0.598 0.0130 -0.0130 0.0036
H 0.553 -3.970 -0.347 0.0232 0.0402 -0.0034
```
Forces are in eV/Å.

No. 4
Molecular formula: C19H20F4NO
Method: DFT, wB97M-V/def2-TZVPD

Values from the calculation:
spin multiplicity	1
energy relative to the best compared isomer or geometry (same formula, charge and spin)	0.0	kcal/mol
E_HOMO	-12.67	eV
total charge	+1
M	354.37	g/mol

```
45
Properties=species:S:1:pos:R:3:forces:R:3
C -1.548 -1.441 6.657 -0.0041 -0.0671 0.3547
O -1.986 -1.748 5.334 -0.1722 -0.1627 -0.2254
C -3.315 -2.243 5.277 0.1265 -0.1498 0.7774
C -3.669 -2.692 3.858 -0.3664 0.5502 -0.5295
C -4.705 -3.808 3.744 -0.3716 0.0714 0.5461
C -4.335 -4.645 2.517 -0.3041 -0.2956 -0.2181
C -2.910 -4.296 2.120 0.1913 -0.2603 0.0162
N -2.464 -3.147 3.032 -0.4696 -1.1107 0.9537
C -1.650 -2.050 2.401 0.3503 0.6215 -0.3048
C -0.747 -2.712 1.381 0.5768 -0.0488 -0.7807
C -1.030 -2.793 0.010 0.0457 -0.3883 0.0047
C -0.227 -3.603 -0.796 -0.5526 -0.2213 -0.7221
F -0.630 -3.823 -2.100 0.6546 0.4618 1.6082
C 0.893 -4.273 -0.323 -0.0704 0.2376 0.2823
C 1.181 -4.116 1.031 0.6512 -0.5857 0.2307
F 2.271 -4.769 1.556 -1.2132 0.7665 -0.6280
C 0.382 -3.371 1.888 -0.1832 0.0828 -0.0191
C -2.485 -0.847 2.012 -0.6199 0.5995 0.0109
C -2.555 0.200 2.952 0.4065 0.1470 -0.2453
C -3.183 1.393 2.622 -0.4398 0.4328 0.6302
F -3.281 2.373 3.584 0.2089 -1.0879 -1.1256
C -3.770 1.613 1.381 0.2283 -0.3652 0.0799
C -3.736 0.540 0.498 -0.6844 -0.0648 -0.7602
F -4.282 0.707 -0.757 0.4878 -0.2828 1.5721
C -3.221 -0.718 0.827 0.1866 0.1594 -0.2513
H -0.614 -0.874 6.568 -0.3295 -0.1240 0.0113
H -2.302 -0.853 7.211 0.2797 -0.1002 -0.3170
H -1.351 -2.364 7.224 -0.0734 0.1812 -0.1556
H -3.419 -3.097 5.980 -0.0009 0.3461 -0.2389
H -4.023 -1.437 5.589 0.2774 -0.6073 -0.1788
H -4.077 -1.817 3.347 0.3152 -0.2250 -0.1816
H -4.744 -4.411 4.664 0.1117 0.1208 -0.3119
H -5.698 -3.348 3.622 0.3158 -0.2636 0.1268
H -4.397 -5.714 2.738 -0.1600 0.2223 -0.0899
H -5.001 -4.434 1.671 0.0855 -0.0966 0.3029
H -2.210 -5.134 2.281 -0.2452 0.5001 -0.0849
H -2.845 -4.021 1.063 0.0915 0.1885 0.4475
H -1.808 -3.575 3.700 -0.2593 0.1795 -0.1384
H -1.003 -1.719 3.213 -0.1649 0.0728 -0.0690
H -1.911 -2.331 -0.431 0.5550 -0.1630 0.0247
H 1.505 -4.892 -0.969 -0.0647 0.0517 0.0725
H 0.615 -3.314 2.953 0.1482 -0.0417 -0.2882
H -2.133 0.066 3.944 0.1035 0.1807 -0.2344
H -4.270 2.545 1.142 0.1651 -0.0944 -0.0616
H -3.416 -1.565 0.163 0.1865 0.6325 0.1076
```
Forces are in eV/Å.

No. 5
Molecular formula: C19H20HfN7OSe2
Method: DFT, wB97M-V/def2-TZVPD

Values from the calculation:
spin multiplicity	1
energy relative to the best compared isomer or geometry (same formula, charge and spin)	27.3	kcal/mol
E_HOMO	-17.29	eV
total charge	+3
M	698.83	g/mol

```
50
Properties=species:S:1:pos:R:3:forces:R:3
Hf 0.316 -0.392 -0.087 -0.2580 0.8789 -0.9316
N 4.330 1.153 0.222 -0.5887 1.0237 -1.8587
C 4.548 0.335 1.259 -1.6988 -0.8956 -0.0794
C 3.435 -0.433 1.378 -2.1809 -0.3197 -0.7782
N 2.526 -0.044 0.321 0.5710 -0.2606 1.1628
C 3.115 0.934 -0.342 1.5892 0.2148 0.2227
C 2.424 1.652 -1.412 0.1359 -1.3089 1.4263
N 1.196 1.265 -1.618 -2.0865 -1.0683 0.6691
C 0.580 2.201 -2.420 0.0604 0.5337 0.0087
C 1.524 3.168 -2.664 -1.3231 -1.4186 0.1784
N 2.651 2.793 -2.024 1.7016 0.9317 -0.3001
H 5.064 1.751 -0.106 0.0479 0.4231 -0.3197
H 5.464 0.451 1.719 1.4870 -0.3662 1.3989
H 3.013 -1.171 2.074 1.0247 0.4223 -0.2809
H -0.487 2.214 -2.727 1.1484 -0.3176 0.2976
H 1.409 4.019 -3.231 0.1678 1.7079 -1.0779
H 3.566 3.222 -2.096 -0.2394 0.3079 -0.0717
Se -0.391 1.318 3.495 0.2226 0.7962 1.6106
Se 0.279 2.193 1.500 0.0378 0.1774 -0.4400
C -1.457 2.249 0.690 -0.4583 -0.7003 -0.9188
C -2.507 3.137 0.897 1.8118 -0.1551 0.6468
C -3.691 2.915 0.225 -1.1307 0.4849 0.1694
C -3.858 1.819 -0.604 2.8218 0.1434 0.4155
C -2.718 1.039 -0.824 -0.5444 0.1906 0.9578
N -1.547 1.198 -0.167 -0.5306 -0.0843 -0.3044
C -1.187 -0.294 3.014 -0.8430 -1.0777 -0.0402
C -2.156 -0.870 3.872 0.6447 0.4567 -0.6637
C -2.674 -2.138 3.584 -0.9380 0.6330 2.2966
C -2.271 -2.810 2.455 0.4256 -0.1972 -0.4964
C -1.399 -2.130 1.640 0.8695 -0.0456 -0.6259
N -0.799 -0.913 1.886 -0.9733 -1.3862 -0.5425
H -2.307 3.944 1.612 -0.5543 -0.1343 -0.4527
H -4.505 3.613 0.381 -0.0562 -0.0638 0.0096
H -4.724 1.558 -1.126 -1.3513 -0.0274 -0.5608
H -2.827 0.199 -1.466 0.3051 -0.6091 -0.5321
H -2.487 -0.306 4.750 0.1298 -0.3087 -0.3002
H -3.396 -2.520 4.362 0.7974 0.0498 -1.2256
H -2.529 -3.842 2.188 -0.2399 0.6108 0.2229
H -1.062 -2.625 0.728 -0.1988 0.1131 0.2590
N 1.364 -4.283 -1.337 -0.4797 2.1299 -1.3256
C 0.941 -3.005 -1.392 -0.0490 -3.4990 0.1394
O 0.845 -2.464 -0.257 0.1447 1.9601 1.0206
C 0.417 -2.344 -2.611 0.3792 0.0748 -0.0118
C -0.460 -1.155 -2.124 -0.4168 -1.9347 2.3302
H 1.618 -4.622 -0.452 0.4591 -0.5340 1.2229
H 1.600 -4.852 -2.126 -0.1534 -0.0940 -0.5149
H -0.005 -3.146 -3.246 -0.3155 0.6151 0.2121
H 1.334 -2.077 -3.151 -0.1560 0.5512 -0.2011
H -1.494 -1.543 -1.871 0.8476 0.0923 -0.2803
H -0.618 -0.362 -2.769 -0.0659 1.2832 -1.7431
```
Forces are in eV/Å.

No. 6
Molecular formula: C19H20MnN6O3SSi
Method: DFT, wB97M-V/def2-TZVPD

Values from the calculation:
spin multiplicity	4
energy relative to the best compared isomer or geometry (same formula, charge and spin)	53.8	kcal/mol
E_HOMO (spin up / spin down)	-14.86 / -14.60	eV
total charge	+2
M	495.50	g/mol

```
51
Properties=species:S:1:pos:R:3:forces:R:3
Mn -1.019 -0.025 -0.756 0.1979 0.5422 -0.8892
N -0.200 2.556 -0.242 0.1923 0.1546 0.1634
N -0.597 3.355 -1.330 0.0226 0.2710 0.1723
C -1.258 2.806 -2.362 0.0334 -0.0468 -0.1360
N -1.674 3.529 -3.382 -0.1628 -0.0326 -0.2578
N -1.418 1.480 -2.261 0.6778 -0.6958 1.5439
N -2.002 0.709 -3.184 0.0582 0.5537 -0.4687
O -2.429 1.152 -4.214 -0.4144 -0.1666 -0.5622
O -2.006 -0.475 -2.855 0.0636 -0.7623 0.1672
H -0.647 2.885 0.617 -0.0622 -0.1123 -0.2608
H 0.809 2.622 -0.114 -0.0924 0.0659 -0.1796
H -0.471 4.362 -1.288 -0.0218 -0.2455 -0.0229
H -1.549 4.528 -3.439 0.0639 -0.0060 0.1142
H -2.138 3.044 -4.149 0.1397 0.2135 0.2778
C -2.189 -3.840 -1.498 0.0265 0.0568 0.1841
C -2.570 -3.225 -0.316 -0.1250 0.0980 0.0448
C -1.671 -2.432 0.383 0.1290 -0.2759 0.2609
C -0.348 -2.263 -0.094 0.5428 1.2039 0.6308
C 0.020 -2.910 -1.289 0.0803 -0.0940 -0.3163
C -0.890 -3.697 -1.972 0.2534 0.2024 0.0260
Si 0.780 -1.035 0.847 -0.1119 0.2536 -0.2580
C 2.011 -0.092 -0.264 -0.6595 -0.7440 0.5411
C 1.719 0.085 -1.631 -0.1700 -0.3399 0.3443
C 2.596 0.761 -2.458 -0.1606 0.0825 -0.1379
C 3.773 1.286 -1.941 -0.1259 -0.0935 0.0744
C 4.061 1.145 -0.592 0.0048 0.0235 0.0715
C 3.190 0.466 0.245 -0.2046 -0.0697 0.0875
C 0.713 -0.836 2.716 -0.0723 0.0108 -0.6602
C 1.357 -1.732 3.580 -0.0823 -0.0126 -0.4031
C 1.236 -1.590 4.949 0.0041 0.0020 0.0657
C 0.483 -0.555 5.481 0.0004 0.0022 -0.1741
C -0.147 0.349 4.638 -0.0557 0.0529 0.0670
C -0.039 0.215 3.268 0.1460 -0.1802 -0.5095
H -2.891 -4.458 -2.033 -0.1006 -0.0607 -0.0867
H -3.569 -3.369 0.068 -0.0428 -0.0028 0.0380
H -1.943 -2.033 1.354 -0.0550 0.1142 -0.1186
H 1.038 -2.848 -1.648 0.0295 0.1179 -0.0786
H -0.584 -4.197 -2.876 0.0404 -0.1095 -0.0993
H 0.824 -0.372 -2.080 0.2410 -0.0442 -0.0904
H 2.381 0.860 -3.510 -0.0480 0.0229 -0.1362
H 4.465 1.791 -2.595 0.0969 0.0753 -0.0653
H 4.974 1.555 -0.190 0.1184 0.0364 0.0442
H 3.430 0.356 1.294 0.0281 -0.0006 0.0688
H 1.942 -2.544 3.181 0.1191 -0.2030 -0.0147
H 1.722 -2.301 5.599 0.0713 -0.0466 0.0840
H 0.378 -0.453 6.548 0.0151 0.0044 0.1656
H -0.739 1.155 5.042 -0.0581 0.0760 0.0737
H -0.560 0.902 2.617 -0.0274 0.0946 0.0752
O -2.741 1.824 2.397 -0.6708 0.1379 0.1990
S -3.338 1.013 1.354 2.5693 -0.3776 -1.1239
N -2.273 0.492 0.383 -2.4415 0.2537 1.4646
```
Forces are in eV/Å.